(1)
ORCA calculation (ωB97M-V/def2-TZVPD) on a molecular structure, C54H65KN6O5S2Sb2.

Results
M = 1224.90 g/mol
Total charge = -2
2S+1 = 1
Orbital gap = 5.574 eV

The geometry in XYZ format:
```
135
Properties=species:S:1:pos:R:3:forces:R:3
K -0.265 -0.427 0.542 -0.1 0.2 -0.1
C 3.783 -1.943 -2.749 0.0 0.0 0.0
C 4.907 -1.141 -2.575 0.1 0.0 0.0
C 4.747 0.117 -2.022 0.1 -0.1 0.0
C 3.473 0.559 -1.641 0.0 0.2 0.0
C 2.305 -0.224 -1.750 -0.2 -0.2 0.0
C 2.539 -1.484 -2.335 0.1 -0.1 0.0
C 3.342 1.941 -1.095 0.1 0.0 0.0
C 4.304 2.942 -1.445 0.0 0.0 0.0
C 4.182 4.202 -0.955 0.0 0.1 0.0
C 3.073 4.527 -0.136 0.0 0.0 0.0
C 2.829 5.824 0.374 0.0 0.0 0.0
C 1.698 6.080 1.096 0.0 0.0 0.0
C 0.755 5.051 1.325 0.0 0.0 0.0
C 0.973 3.787 0.856 0.1 0.0 0.0
C 2.152 3.490 0.127 -0.1 0.0 0.0
N 2.321 2.219 -0.322 0.0 0.0 0.0
H 3.889 -2.929 -3.190 0.0 -0.1 0.0
H 5.892 -1.495 -2.858 0.0 0.0 0.0
H 5.624 0.738 -1.869 0.1 0.0 0.0
H 1.701 -2.166 -2.447 -0.1 0.0 -0.1
H 5.117 2.686 -2.111 -0.1 0.1 0.0
H 4.905 4.973 -1.208 0.0 0.0 0.0
H 3.543 6.612 0.164 0.0 0.0 0.0
H 1.507 7.077 1.472 0.0 0.0 0.0
H -0.166 5.269 1.850 0.0 0.0 0.0
H 0.249 3.001 1.004 -0.1 -0.1 0.1
O 5.623 -1.917 4.233 -0.1 0.2 0.0
C 4.666 -2.808 3.796 0.1 -0.1 -0.1
O 4.687 -3.939 4.188 0.0 0.2 0.0
C 3.752 -2.224 2.799 0.0 0.1 0.0
C 4.140 -1.458 1.709 0.0 0.0 0.1
N 3.027 -1.183 1.025 -0.1 0.3 -0.2
N 1.935 -1.707 1.595 0.2 -0.2 -0.1
C 2.349 -2.356 2.668 0.2 -0.2 -0.1
C 1.344 -3.082 3.548 -0.3 0.8 -0.2
O 1.476 -2.930 4.763 0.3 -0.2 0.5
O 0.421 -3.647 2.913 -0.2 -0.5 -0.2
H 5.363 -1.037 3.918 0.1 -0.3 0.1
H 5.109 -1.162 1.346 0.1 0.0 0.0
H 2.913 -0.649 0.149 0.0 -0.2 0.3
C -2.697 -2.747 2.371 0.0 0.0 0.1
C -3.713 -1.648 2.379 0.0 -0.1 0.0
C -4.983 -1.859 2.970 -0.1 0.0 0.0
C -5.903 -0.858 2.929 0.0 0.0 0.0
C -5.575 0.379 2.331 -0.1 0.0 0.0
C -6.504 1.444 2.268 0.0 0.0 0.0
C -6.116 2.621 1.691 -0.1 0.0 0.0
C -4.821 2.783 1.181 0.0 0.1 0.0
C -3.861 1.781 1.217 0.1 -0.1 0.0
S -2.260 2.054 0.621 -0.1 0.1 0.0
C -4.272 0.518 1.793 0.1 0.0 -0.1
N -3.389 -0.516 1.806 0.1 0.1 0.1
H -3.092 -3.668 2.797 0.0 -0.1 0.0
H -1.797 -2.483 2.926 0.1 0.0 0.0
H -2.387 -2.951 1.347 0.0 0.0 -0.1
H -5.208 -2.813 3.428 0.0 0.0 0.0
H -6.894 -0.992 3.352 0.0 0.0 0.0
H -7.499 1.309 2.676 0.0 0.0 0.0
H -6.813 3.451 1.633 0.0 0.0 0.0
H -4.530 3.733 0.752 0.0 0.0 0.0
C -3.979 -3.218 -0.964 0.1 0.0 -0.1
Sb -2.620 -1.659 -1.619 -0.1 -0.1 -0.1
C -4.100 -0.823 -2.939 0.0 -0.1 0.1
C -1.681 -2.820 -3.242 -0.1 0.0 0.1
C -1.995 -4.272 -3.194 0.0 0.0 0.1
C -3.175 -4.720 -3.786 -0.1 0.0 0.0
C -3.591 -6.038 -3.703 0.0 0.0 0.0
C -2.807 -6.949 -3.011 -0.1 0.0 0.0
C -1.622 -6.525 -2.437 0.0 -0.1 0.0
C -1.178 -5.205 -2.524 0.0 0.1 0.0
C 0.131 -4.848 -1.918 0.0 0.0 0.1
Sb 0.137 -4.007 0.164 0.0 -0.2 -0.2
C 2.152 -4.714 0.359 -0.1 0.0 0.0
C -0.776 -5.787 0.948 0.0 0.1 -0.1
H -4.604 -3.560 -1.787 0.0 0.0 0.0
H -4.605 -2.810 -0.172 -0.1 0.1 0.1
H -3.430 -4.070 -0.570 0.1 -0.1 0.0
H -4.664 -1.636 -3.395 0.0 0.0 0.0
H -3.578 -0.252 -3.699 0.1 0.1 -0.1
H -4.780 -0.170 -2.395 0.0 0.0 0.1
H -0.621 -2.600 -3.192 0.1 0.0 0.0
H -2.077 -2.361 -4.146 0.0 0.0 -0.1
H -3.791 -3.996 -4.307 0.0 0.0 0.0
H -4.520 -6.346 -4.166 0.0 0.0 0.0
H -3.115 -7.983 -2.918 0.0 -0.1 0.0
H -1.002 -7.237 -1.905 0.0 0.0 0.0
H 0.665 -4.116 -2.523 0.1 0.0 0.0
H 0.754 -5.741 -1.847 0.0 0.0 0.0
H 2.191 -5.748 0.018 0.0 0.0 0.0
H 2.461 -4.658 1.397 0.0 0.0 0.1
H 2.817 -4.104 -0.250 0.1 0.1 -0.1
H -0.199 -6.657 0.632 0.0 0.0 0.0
H -1.799 -5.885 0.588 -0.1 0.0 0.0
H -0.765 -5.703 2.029 0.0 0.0 0.1
C 1.731 2.638 -5.800 -0.1 0.0 0.0
C 0.483 2.402 -4.955 0.0 0.0 0.1
C 0.849 2.216 -3.494 -0.1 -0.1 0.0
S -0.506 1.684 -2.406 0.0 -0.1 -0.1
O -1.190 0.564 -3.146 0.0 0.1 -0.1
C -1.594 3.169 -2.541 0.1 -0.1 0.1
C -2.885 2.917 -3.300 0.0 0.0 0.0
C -3.890 4.034 -3.042 0.0 0.0 0.0
H 1.484 2.746 -6.857 0.0 0.0 0.0
H 2.426 1.805 -5.698 0.1 -0.1 0.0
H 2.254 3.542 -5.483 0.0 0.1 0.0
H -0.038 1.506 -5.294 0.0 0.0 0.0
H -0.206 3.238 -5.080 -0.1 0.1 0.0
H 1.268 3.119 -3.047 0.0 0.1 0.1
H 1.581 1.411 -3.384 -0.1 0.0 0.1
H -1.006 3.981 -2.962 0.1 0.2 -0.2
H -1.838 3.412 -1.503 0.1 0.0 -0.1
H -3.298 1.967 -2.964 0.0 -0.1 0.0
H -2.703 2.807 -4.369 0.1 0.0 -0.1
H -4.116 4.098 -1.979 0.0 0.0 0.1
H -4.823 3.857 -3.577 -0.1 0.0 0.0
H -3.501 5.003 -3.358 0.0 0.1 0.0
N 0.934 0.881 2.542 -0.4 -0.2 -0.4
C 1.501 1.385 3.402 0.0 0.2 0.3
N 2.147 1.967 4.388 0.2 0.0 0.2
C 3.554 2.285 4.237 0.1 0.1 0.0
C 3.750 3.797 4.198 0.0 0.0 -0.1
C 3.087 4.455 5.405 0.0 0.0 0.0
C 1.609 4.084 5.474 -0.1 0.0 0.0
C 1.438 2.569 5.503 -0.1 0.1 0.1
H 3.908 1.812 3.320 0.0 0.0 0.1
H 4.101 1.846 5.083 0.0 0.0 0.0
H 3.305 4.187 3.275 0.0 0.0 0.0
H 4.818 4.022 4.171 0.0 0.0 0.0
H 3.206 5.539 5.360 0.0 0.0 0.0
H 3.585 4.116 6.320 0.0 0.0 0.0
H 1.097 4.474 4.591 0.0 0.0 0.0
H 1.136 4.524 6.354 0.0 0.0 0.0
H 0.390 2.278 5.438 0.0 0.0 0.0
H 1.847 2.156 6.434 0.0 0.0 0.0
```
Forces are in eV/Å.

=====

(2)
ORCA calculation (ωB97M-V/def2-TZVPD) on a molecular structure, C45H52BrIrN2O3P2S3.

Results
M = 1099.19 g/mol
2S+1 = 1
Orbital gap = 6.888 eV

The geometry in XYZ format:
```
109
Properties=species:S:1:pos:R:3:forces:R:3
Ir 0.249 0.031 0.141 0.6 -0.4 0.1
C -0.774 0.844 3.787 0.0 0.0 0.0
C -1.526 1.657 2.738 0.0 0.0 0.0
C -2.905 2.064 3.273 0.0 0.0 0.0
P -1.593 0.881 1.075 -0.2 -0.2 0.0
C -2.986 -0.322 0.960 0.0 0.0 0.0
C -3.015 -1.249 2.177 0.0 0.0 0.0
C -4.360 0.282 0.673 0.0 0.0 0.0
C -1.955 2.225 -0.074 0.0 0.1 0.0
C -2.535 3.464 0.185 0.0 0.0 0.0
C -2.844 4.321 -0.858 0.0 0.0 0.0
C -3.482 5.659 -0.604 0.0 0.0 0.0
C -2.525 3.921 -2.158 0.0 0.0 0.0
C -1.886 2.724 -2.416 0.1 -0.1 0.0
C -1.594 1.859 -1.362 0.0 0.1 0.1
N -0.949 0.608 -1.496 0.0 0.0 -0.1
C -1.716 -0.371 -2.142 0.0 0.0 0.0
C -2.892 -0.103 -2.869 0.1 0.0 0.0
C -3.590 -1.113 -3.504 0.0 0.0 0.0
C -3.179 -2.442 -3.469 0.0 0.0 0.0
C -3.952 -3.532 -4.163 0.0 0.0 0.0
C -2.041 -2.719 -2.731 0.0 0.0 0.0
C -1.341 -1.728 -2.050 0.0 0.1 0.0
P 0.132 -2.000 -1.060 -0.3 0.2 0.2
C 0.082 -3.639 -0.227 0.0 0.0 -0.1
C 0.146 -4.881 -1.119 0.0 0.0 0.0
C -1.120 -3.709 0.708 0.0 0.0 0.0
C 1.388 -2.114 -2.423 0.0 0.0 0.0
C 1.414 -0.807 -3.217 0.1 0.0 0.0
C 2.799 -2.554 -2.045 -0.1 0.0 0.0
H -0.618 1.463 4.673 0.0 0.0 0.0
H 0.190 0.530 3.407 0.1 0.0 0.0
H -1.345 -0.035 4.092 0.0 0.0 0.0
H -0.937 2.554 2.526 0.0 0.0 0.0
H -3.456 1.203 3.646 0.0 0.0 0.0
H -3.534 2.574 2.546 0.0 0.0 0.0
H -2.754 2.740 4.117 0.0 0.0 0.0
H -2.692 -0.913 0.086 0.0 0.0 0.0
H -3.484 -0.764 3.032 0.0 0.0 0.0
H -2.017 -1.565 2.480 -0.1 0.0 0.0
H -3.598 -2.142 1.946 0.0 0.0 0.0
H -4.758 0.816 1.537 0.0 0.0 0.0
H -5.056 -0.524 0.432 0.0 0.0 0.0
H -4.334 0.968 -0.174 0.0 0.0 0.0
H -2.743 3.779 1.199 0.0 0.0 0.0
H -3.464 5.906 0.457 0.0 0.0 0.0
H -4.523 5.671 -0.935 0.0 0.0 0.0
H -2.958 6.451 -1.141 0.0 0.0 0.0
H -2.747 4.589 -2.983 0.0 0.0 0.0
H -1.596 2.459 -3.426 0.0 0.0 0.0
H -3.281 0.902 -2.938 0.0 0.0 0.0
H -4.490 -0.851 -4.050 0.0 0.0 0.0
H -4.585 -3.123 -4.951 0.0 0.0 0.0
H -4.600 -4.068 -3.465 0.0 0.0 0.0
H -3.283 -4.264 -4.617 0.0 0.0 0.0
H -1.694 -3.743 -2.676 0.0 0.0 0.0
H 0.991 -3.599 0.376 0.0 0.0 0.0
H -0.795 -5.063 -1.635 0.0 0.0 0.0
H 0.332 -5.752 -0.487 0.0 0.0 0.0
H 0.941 -4.840 -1.860 0.1 0.0 0.0
H -2.058 -3.723 0.148 0.0 0.0 0.0
H -1.133 -2.857 1.382 0.0 0.0 0.0
H -1.071 -4.618 1.311 0.0 0.0 0.0
H 0.934 -2.884 -3.059 0.0 0.0 0.0
H 1.788 0.016 -2.606 0.1 0.1 0.0
H 0.428 -0.531 -3.590 0.1 0.0 0.0
H 2.087 -0.919 -4.070 0.0 0.0 0.0
H 3.293 -1.801 -1.443 0.1 0.1 0.1
H 3.371 -2.699 -2.965 0.0 0.0 0.0
H 2.824 -3.481 -1.476 -0.1 0.0 0.0
Br 1.883 -1.173 7.239 0.0 0.0 0.0
C 2.711 -1.655 5.607 0.0 0.0 0.0
C 3.983 -2.209 5.617 0.0 0.0 0.0
N 4.615 -2.564 4.504 0.0 0.0 0.0
C 3.988 -2.372 3.346 0.0 0.0 0.0
C 2.720 -1.814 3.243 0.1 0.0 0.0
C 2.062 -1.448 4.407 0.0 0.0 0.0
C 2.119 -1.582 1.886 -0.3 -0.1 -0.2
O 2.584 -2.160 0.905 0.2 0.1 -0.1
O 1.128 -0.770 1.871 0.2 0.3 0.1
H 4.504 -2.368 6.555 0.0 0.0 0.0
H 4.512 -2.667 2.445 0.0 0.0 0.0
H 1.076 -1.010 4.366 0.0 0.0 0.0
O 0.921 1.741 1.107 -0.2 0.3 -0.1
C 1.890 2.631 0.616 0.0 -0.1 0.1
C 2.880 1.972 -0.354 -0.1 -0.1 0.0
C 3.604 0.855 -0.044 0.0 0.0 -0.1
C 4.641 0.575 -0.973 -0.1 -0.1 0.0
C 4.689 1.487 -1.979 0.0 0.0 0.0
S 3.488 2.689 -1.798 -0.1 0.0 0.0
C 1.263 3.891 0.036 -0.1 0.0 0.0
C 0.822 4.143 -1.229 0.1 0.0 0.0
C 0.284 5.449 -1.386 0.0 0.0 0.0
C 0.296 6.156 -0.225 -0.1 0.0 0.0
S 0.966 5.249 1.057 0.0 0.0 0.0
C 2.751 3.032 1.818 0.0 -0.1 0.0
C 3.788 3.915 1.872 0.0 0.0 0.0
C 4.413 3.953 3.147 0.0 0.0 0.0
C 3.836 3.089 4.027 0.0 0.0 0.0
S 2.538 2.231 3.318 -0.1 -0.1 0.0
H 3.456 0.306 0.871 0.0 -0.1 0.1
H 5.320 -0.260 -0.885 0.0 0.0 0.0
H 5.360 1.513 -2.823 0.0 0.0 0.0
H 0.871 3.417 -2.028 0.0 0.0 0.0
H -0.088 5.839 -2.322 0.0 0.0 0.0
H -0.043 7.166 -0.058 0.0 0.0 0.0
H 4.099 4.513 1.025 0.0 0.0 0.0
H 5.250 4.592 3.392 0.0 0.0 0.0
H 4.103 2.917 5.058 0.0 0.0 0.0
```
Forces are in eV/Å.

=====

(3)
ORCA calculation (ωB97M-V/def2-TZVPD) on 2 unconnected molecules or ions with the total composition C9H5Cl2N3.

Results
M = 226.07 g/mol
2S+1 = 1
Orbital gap = 8.919 eV
SMILES = Clc1nnc(Cl)c2ccccc12.C#N

The geometry in XYZ format:
```
19
Properties=species:S:1:pos:R:3:forces:R:3
Cl -1.757 -2.846 -0.296 -0.1 -0.4 0.0
C -1.422 -1.171 -0.382 0.0 0.7 0.0
N -2.455 -0.383 -0.370 0.0 -1.5 0.0
N -2.296 0.925 -0.443 0.3 1.5 -0.1
C -1.108 1.442 -0.533 -0.1 -0.6 0.1
Cl -1.036 3.146 -0.614 0.0 0.5 0.0
C 0.099 0.683 -0.529 -0.2 -0.5 0.0
C 1.396 1.218 -0.586 0.1 0.0 0.0
C 2.479 0.377 -0.563 -0.2 0.2 0.0
C 2.309 -1.011 -0.490 -0.1 -0.2 0.0
C 1.054 -1.560 -0.436 0.1 0.0 0.0
C -0.071 -0.722 -0.450 -0.1 0.5 -0.1
H 1.528 2.287 -0.648 0.0 0.0 0.0
H 3.475 0.788 -0.602 0.1 0.1 0.0
H 3.179 -1.651 -0.482 0.1 -0.1 0.0
H 0.912 -2.627 -0.383 0.0 -0.1 0.0
C -2.121 0.370 2.608 -0.8 0.1 0.0
N -0.995 0.235 2.680 1.1 -0.1 0.1
H -3.170 0.500 2.520 -0.3 0.0 0.0
```
Forces are in eV/Å.

=====

(4)
ORCA calculation (ωB97M-V/def2-TZVPD) on 2 unconnected molecules or ions with the total composition C3H10NO2.

Results
M = 92.12 g/mol
Total charge = -1
2S+1 = 1
Orbital gap = 7.254 eV

The geometry in XYZ format:
```
16
Properties=species:S:1:pos:R:3:forces:R:3
C 0.914 0.732 -0.914 -0.8 0.8 -0.6
C -0.273 0.914 0.024 0.3 -0.7 0.4
C -0.005 0.394 1.479 -0.4 0.3 -0.3
O -0.154 -0.934 1.579 0.1 -0.1 0.1
N 0.587 1.170 -2.319 0.3 -0.2 0.5
H 1.218 -0.313 -0.917 0.2 0.1 0.2
H 1.699 1.409 -0.590 0.5 -0.3 0.3
H -0.645 1.949 -0.001 0.2 0.1 0.0
H -1.074 0.253 -0.298 -0.3 0.0 -0.3
H -0.707 1.000 2.106 -0.1 -0.1 0.2
H 1.000 0.754 1.794 0.2 0.1 -0.1
H -0.283 1.685 -2.250 -0.1 -0.1 -0.3
H 0.428 0.357 -2.898 -0.2 0.0 0.0
H -1.439 -3.385 0.577 0.3 -0.2 0.1
H -0.586 -2.518 1.454 0.5 0.1 -0.1
O -0.682 -3.469 1.174 -0.7 0.0 -0.1
```
Forces are in eV/Å.

=====

(5)
ORCA calculation (ωB97M-V/def2-TZVPD) on a molecular structure, CrI.

Results
M = 178.90 g/mol
⟨S²⟩ = 6.180
Total charge = +1
2S+1 = 5
Orbital gap (spin up / spin down) = 5.965 / 7.623 eV

The geometry in XYZ format:
```
2
Properties=species:S:1:pos:R:3:forces:R:3
Cr 0.751 0.062 -1.048 -0.5 0.0 0.8
I -0.751 -0.062 1.048 0.5 0.0 -0.8
```
Forces are in eV/Å.

=====

E_tot, record by record: -4678.3358, -6636.8964, -1430.5794, -325.5339, -1341.8220 a.u.
Max |F|, record by record: 0.86, 0.70, 1.55, 1.28, 0.93 eV/A
ΔE to the lowest compared entry with this formula, charge and spin, record by record: 1.340, 0.891, 0.000, 0.566, 0.034 eV